No. 1
{
  "formula": "C22H58N2O8",
  "method": "ωB97M-V with the def2-TZVPD basis set",
  "charge": 0,
  "homo_energy_ev": -7.77,
  "smiles": "CC1(C)CCCC(C)(C)N1O.CC1(C)CCCC(C)(C)N1O.CO.CO.CO.CO.O.O",
  "gap_ev": 7.739,
  "de_lowest_kj_mol": 150.9,
  "species": ["C", "O", "H", "H", "H", "H", "C", "O", "H", "H", "H", "H", "C", "O", "H", "H", "H", "H", "C", "O", "H", "H", "H", "H", "C", "C", "C", "C", "C", "C", "N", "O", "C", "C", "C", "H", "H", "H", "H", "H", "H", "H", "H", "H", "H", "H", "H", "H", "H", "H", "H", "H", "H", "H", "C", "C", "C", "C", "C", "C", "N", "O", "C", "C", "C", "H", "H", "H", "H", "H", "H", "H", "H", "H", "H", "H", "H", "H", "H", "H", "H", "H", "H", "H", "O", "H", "H", "O", "H", "H"],
  "xyz": [[10.2018, 22.0604, 2.9717], [10.5483, 21.9189, 1.6097], [11.0024, 21.8428, 3.6787], [9.9684, 23.1035, 3.1851], [9.3719, 21.3878, 3.1884], [10.9695, 22.7608, 1.4216], [9.9316, 27.5391, 2.0393], [8.8012, 28.0942, 1.4049], [10.7543, 28.2411, 1.9035], [9.7027, 27.2969, 3.0771], [10.2128, 26.6200, 1.5252], [8.1083, 27.4307, 1.3701], [13.4128, 27.9194, 3.6780], [13.5823, 26.6525, 3.1277], [12.8669, 28.5506, 2.9767], [12.8542, 28.0494, 4.6049], [14.3391, 28.4416, 3.9177], [14.0624, 26.1163, 3.7629], [13.6106, 26.1187, -1.0805], [14.1623, 27.2150, -1.8024], [14.1156, 25.7674, -0.1807], [12.5906, 26.3493, -0.7733], [13.5019, 25.2807, -1.7691], [14.6202, 27.7851, -1.1803], [8.0304, 28.0117, -2.3121], [8.6213, 26.5985, -2.5457], [9.0896, 26.1051, -1.1479], [9.5499, 24.6411, -1.0714], [8.3693, 23.7974, -1.4415], [7.7112, 24.1647, -2.8095], [7.5503, 25.6263, -3.0068], [6.7744, 26.0170, -4.1151], [8.4906, 23.5386, -3.9755], [6.2960, 23.4552, -2.7831], [9.8608, 26.6710, -3.4298], [7.1837, 27.9484, -1.6285], [7.6499, 28.4392, -3.2397], [8.8486, 28.5945, -1.8891], [9.9640, 26.6768, -0.8371], [8.3587, 26.1022, -0.3393], [9.9137, 24.4195, -0.0681], [10.3814, 24.4667, -1.7543], [7.6550, 23.9356, -0.6299], [8.6501, 22.7451, -1.4856], [8.0882, 23.8342, -4.9444], [9.5500, 23.7935, -3.9493], [8.3765, 22.4596, -3.8714], [5.8444, 23.4825, -3.7748], [6.3002, 22.4375, -2.3927], [5.6665, 23.9794, -2.0641], [10.4750, 27.5071, -3.0955], [9.3969, 26.9499, -4.3758], [10.3722, 25.7109, -3.4995], [7.4181, 26.1872, -4.8066], [15.0379, 20.9156, 0.6971], [15.4840, 21.2476, 2.1641], [16.7418, 20.4283, 2.5983], [18.0547, 20.9917, 1.9636], [18.2049, 22.4400, 2.3074], [16.9807, 23.3410, 1.9791], [15.7316, 22.7103, 2.4176], [14.6139, 23.5213, 2.0651], [17.2536, 24.6447, 2.7480], [17.1152, 23.6361, 0.4017], [14.3724, 20.9327, 3.1749], [14.2367, 21.6143, 0.4560], [14.5975, 19.9186, 0.6827], [15.8688, 20.9471, -0.0077], [16.9485, 20.4194, 3.6685], [16.7133, 19.4071, 2.2183], [18.1458, 20.7671, 0.9009], [18.9230, 20.4771, 2.3753], [19.0026, 22.8550, 1.6914], [18.4628, 22.4911, 3.3652], [16.4060, 25.3274, 2.6892], [17.3370, 24.4328, 3.8139], [18.1609, 25.1848, 2.4773], [18.1303, 23.9653, 0.1800], [16.9009, 22.7444, -0.1875], [16.3727, 24.3175, -0.0137], [14.7489, 21.1630, 4.1715], [14.1218, 19.8724, 3.2082], [13.4450, 21.4979, 3.0829], [14.4062, 23.9340, 2.9066], [13.6777, 24.1650, 4.6190], [12.7877, 23.8793, 4.4125], [13.7880, 23.9552, 5.5464], [12.0312, 24.2702, 1.7433], [12.8730, 23.8831, 1.5030], [12.2610, 25.0739, 2.2096]],
  "forces_ev_per_angstrom": [[-0.2, 0.1, 0.1], [0.0, -0.2, 0.4], [0.5, -0.5, -0.1], [-0.6, 0.0, 0.0], [-0.1, 0.2, 0.1], [0.3, 0.2, -0.4], [-0.2, -0.4, -0.5], [-0.3, 0.5, 0.0], [-0.1, 0.0, 0.4], [0.4, 0.2, 0.2], [0.2, -0.3, 0.0], [0.0, 0.0, 0.0], [-0.2, 1.9, 0.2], [-0.2, -0.4, 0.0], [0.2, -0.2, -0.3], [-0.4, -1.0, 0.3], [0.5, -0.2, -0.4], [0.0, -0.3, 0.1], [-1.0, -0.2, -0.3], [0.3, -0.3, 0.4], [0.6, 0.3, -0.1], [-0.2, 0.2, 0.1], [0.3, 0.0, 0.0], [0.0, 0.1, 0.0], [0.0, -1.0, -0.5], [-1.0, -1.1, 1.7], [0.9, -1.1, 0.3], [0.2, 0.6, -1.0], [-0.2, 0.2, -0.5], [-0.7, -0.7, -0.5], [0.4, 0.5, 2.4], [0.6, -0.2, 0.4], [0.1, -0.3, 0.4], [0.4, 1.1, 0.2], [-1.4, 0.3, -0.4], [0.2, 0.0, 0.1], [0.2, 0.2, 0.0], [-0.3, 0.3, 0.0], [-0.2, 0.6, 0.0], [-0.5, 0.9, -0.3], [0.0, 0.0, 0.0], [0.2, -0.1, 0.0], [-0.4, -0.2, -0.1], [-0.2, -0.1, 0.0], [-0.1, 0.0, 0.0], [0.0, -0.1, 0.0], [0.2, -0.1, -0.3], [-0.1, 0.0, 0.1], [0.6, -0.2, -0.3], [-0.1, 0.3, -0.2], [0.3, -0.3, -0.1], [0.7, 0.0, -0.7], [0.2, 0.4, -0.1], [0.1, 0.0, -0.6], [0.1, 0.1, 1.3], [-0.3, 0.3, 0.3], [1.3, 0.8, -1.4], [-0.5, -0.7, 0.2], [-0.5, 0.3, -0.5], [1.2, 0.3, -1.6], [1.3, -0.3, 0.2], [0.6, -0.4, -0.6], [-1.0, 0.0, 0.6], [-0.9, -0.6, 0.8], [-0.1, -0.5, 0.5], [0.2, 0.1, -0.4], [0.1, -0.1, 0.0], [-0.2, 0.1, 0.0], [-0.6, 0.0, 0.1], [-0.7, -0.1, 0.3], [-0.4, 0.3, -0.2], [-0.1, -0.3, 0.2], [0.3, 0.1, 0.5], [0.0, 0.3, 0.1], [0.0, 0.2, -0.4], [0.1, -0.2, 0.1], [0.0, -0.2, -0.4], [-0.2, 0.2, 0.0], [0.4, -0.3, 0.2], [0.1, 0.5, 0.5], [0.1, 0.1, 0.0], [0.0, -0.1, -0.3], [0.1, 0.0, -0.5], [-0.1, 0.0, 0.4], [0.1, 0.3, 0.1], [-0.4, -0.1, -0.2], [0.2, -0.1, 0.2], [-0.7, 0.0, 0.0], [0.6, -0.3, -0.2], [0.1, 0.6, 0.1]],
  "lowdin_charge": [-0.178, -0.124, 0.055, 0.070, 0.080, 0.007, -0.158, -0.124, 0.075, 0.083, 0.056, 0.068, -0.173, -0.115, 0.070, 0.080, 0.079, 0.046, -0.159, -0.111, 0.064, 0.059, 0.081, 0.071, -0.023, -0.480, -0.150, -0.193, -0.142, -0.472, -0.108, -0.003, -0.037, -0.038, -0.018, 0.087, 0.076, 0.084, 0.103, 0.106, 0.094, 0.102, 0.119, 0.123, 0.079, 0.066, 0.083, 0.074, 0.077, 0.078, 0.092, 0.079, 0.068, 0.079, -0.005, -0.455, -0.107, -0.194, -0.165, -0.462, -0.070, -0.066, -0.038, -0.006, -0.044, 0.078, 0.082, 0.064, 0.115, 0.117, 0.106, 0.108, 0.113, 0.119, 0.066, 0.079, 0.089, 0.076, 0.055, 0.064, 0.079, 0.087, 0.062, 0.033, -0.018, 0.053, 0.073, -0.038, 0.021, 0.020]
}

***

No. 2
{
  "formula": "C22H60B6F24N7O7",
  "method": "ωB97M-V with the def2-TZVPD basis set",
  "charge": 1,
  "homo_energy_ev": -9.46,
  "gap_ev": 5.316,
  "species": ["C", "C", "O", "N", "H", "H", "C", "H", "H", "H", "H", "H", "H", "C", "C", "O", "N", "H", "H", "C", "H", "H", "H", "H", "H", "H", "C", "C", "O", "N", "H", "H", "C", "H", "H", "H", "H", "H", "H", "C", "C", "O", "N", "H", "H", "C", "H", "H", "H", "H", "H", "H", "C", "C", "O", "N", "H", "H", "C", "H", "H", "H", "H", "H", "H", "C", "C", "O", "N", "H", "H", "C", "H", "H", "H", "H", "H", "H", "C", "C", "C", "O", "C", "N", "H", "H", "H", "H", "H", "H", "H", "H", "H", "H", "H", "H", "B", "F", "F", "F", "F", "B", "F", "F", "F", "F", "B", "F", "F", "F", "F", "B", "F", "F", "F", "F", "B", "F", "F", "F", "F", "B", "F", "F", "F", "F"],
  "xyz": [[-1.3631, 2.0262, 2.6896], [-0.2211, 1.2799, 1.9708], [-0.4730, 0.4551, 1.0971], [1.1873, 1.3819, 2.5555], [1.3389, 2.3320, 2.8626], [1.0775, 0.7816, 3.3603], [2.2565, 0.9638, 1.5341], [-2.3698, 1.8551, 2.3082], [-1.2395, 3.1041, 2.7932], [-1.4397, 1.5522, 3.6682], [2.2715, -0.1112, 1.3547], [3.2261, 1.2267, 1.9570], [2.0538, 1.5506, 0.6381], [1.3262, 2.5612, -9.4105], [1.0831, 3.8121, -8.4945], [0.6946, 4.8880, -8.9225], [1.4419, 3.5658, -7.0115], [0.6100, 3.4433, -6.4521], [1.8681, 2.6616, -6.8665], [2.4158, 4.5920, -6.3609], [0.5648, 1.8707, -9.0478], [2.3399, 2.1622, -9.3736], [1.0531, 2.8485, -10.4259], [2.0189, 5.5947, -6.5191], [3.3412, 4.5380, -6.9345], [2.4759, 4.3224, -5.3065], [-1.6920, -4.3218, -4.6471], [-2.5611, -5.3796, -4.0840], [-3.1201, -5.3787, -2.9900], [-2.8036, -6.5598, -5.0098], [-1.9476, -6.7670, -5.5042], [-3.1263, -7.3484, -4.4675], [-3.9399, -6.2524, -6.0587], [-1.3056, -3.7684, -3.7912], [-2.3070, -3.5607, -5.1272], [-0.8463, -4.6605, -5.2455], [-4.8015, -5.6771, -5.7196], [-4.3306, -7.1892, -6.4561], [-3.4887, -5.5931, -6.8001], [7.8428, 3.8636, 5.6821], [9.0507, 3.3632, 4.8675], [9.2382, 2.1660, 4.6018], [10.0490, 4.3954, 4.3515], [10.8287, 3.9570, 3.8825], [9.5638, 4.9881, 3.6931], [10.7855, 5.2720, 5.3951], [8.1717, 4.2157, 6.6599], [7.0136, 3.1665, 5.8033], [7.3425, 4.7416, 5.2735], [11.6297, 5.6945, 4.8500], [11.2676, 4.5969, 6.1022], [10.0116, 5.9196, 5.8070], [-7.2971, 3.6199, -5.1609], [-7.9619, 2.8830, -4.0130], [-8.6760, 3.4335, -3.2373], [-7.7653, 1.3525, -3.9095], [-8.5995, 0.9429, -3.5140], [-7.5024, 0.7987, -4.7122], [-6.6613, 1.1573, -2.8596], [-7.7608, 3.2227, -6.0639], [-6.2318, 3.3942, -5.1132], [-7.5949, 4.6658, -5.2367], [-6.8630, 1.6648, -1.9163], [-5.7039, 1.4971, -3.2546], [-6.6492, 0.0787, -2.7026], [-6.6180, 5.5208, 6.1829], [-7.7555, 4.6949, 5.6668], [-8.2310, 4.8669, 4.5698], [-8.1717, 3.4664, 6.4879], [-7.7093, 2.6807, 6.0533], [-7.7657, 3.4334, 7.4121], [-9.7043, 3.3287, 6.5023], [-6.3440, 6.1109, 5.3083], [-5.8583, 4.9382, 6.7039], [-6.9348, 6.2883, 6.8890], [-9.9963, 2.3827, 6.9581], [-10.1364, 3.4319, 5.5070], [-10.1046, 4.1739, 7.0623], [2.3474, -12.5420, 0.5607], [3.0452, -11.3275, -0.1013], [2.4657, -9.9047, 0.3344], [3.2440, -8.9195, -0.2503], [2.9442, -7.6073, 0.0882], [4.5450, -11.3490, 0.1889], [5.0813, -10.5435, -0.1003], [4.6788, -11.2971, 1.1887], [4.8209, -12.2428, -0.1920], [2.7021, -12.6255, 1.5880], [2.5275, -13.4608, 0.0027], [1.2683, -12.4355, 0.6711], [3.0765, -11.4254, -1.1865], [2.4192, -9.7813, 1.4164], [1.4380, -9.7963, -0.0122], [1.9742, -7.2476, -0.2552], [3.6704, -6.9574, -0.4000], [3.0989, -7.4678, 1.1581], [3.1555, -2.8465, 5.3567], [3.3670, -3.7904, 6.3729], [2.0176, -3.2002, 4.6394], [2.7925, -1.6673, 5.9959], [4.2809, -2.7311, 4.5668], [4.0106, -0.9477, -5.5247], [4.7839, -1.6610, -4.5777], [3.0440, -0.2606, -4.8061], [4.8088, -0.1223, -6.3057], [3.3215, -1.7544, -6.3850], [-1.9132, 4.4301, -2.9975], [-3.0018, 4.4546, -2.2143], [-2.1088, 3.4412, -3.9118], [-1.7645, 5.6918, -3.6126], [-0.8530, 4.2673, -2.1514], [6.8022, 5.6589, -0.1558], [8.1808, 5.8215, 0.2414], [6.3594, 6.7451, -0.8158], [6.5684, 4.5879, -0.9244], [6.0341, 5.4530, 0.9379], [-6.5159, -1.2087, 4.1567], [-7.5266, -0.3554, 3.8276], [-5.7693, -0.6706, 5.1664], [-7.0586, -2.3698, 4.6118], [-5.7300, -1.5421, 3.0252], [0.7686, 5.7235, 6.4624], [1.5407, 5.3679, 5.3844], [-0.4668, 6.2460, 6.1146], [0.5721, 4.4936, 7.1581], [1.4857, 6.5065, 7.3232]],
  "forces_ev_per_angstrom": [[0.7, -0.1, 0.4], [-3.4, -2.0, -2.3], [1.9, 2.4, 2.4], [-0.8, -0.5, -1.9], [0.2, 0.5, 0.4], [0.8, -0.4, 0.8], [0.2, 0.3, 0.7], [0.5, -0.3, -0.9], [0.4, -0.1, 0.2], [0.3, 0.3, 0.5], [-0.5, 0.2, 0.1], [-0.2, 0.2, 0.0], [0.1, -0.2, 0.1], [-1.0, 1.5, 1.1], [0.1, 1.4, -2.9], [1.1, -3.0, 2.4], [0.6, 0.9, 0.0], [-0.9, 0.7, 0.4], [0.6, -0.7, -0.5], [-0.8, 0.0, -0.8], [0.3, -0.6, -0.1], [-0.1, 0.0, 0.3], [0.2, 0.1, 0.2], [-0.3, -0.2, 0.2], [0.1, -0.3, 0.4], [0.3, 0.1, -0.2], [0.2, 0.5, 0.8], [-1.5, 0.6, 3.6], [1.6, -0.5, -3.7], [-2.1, 0.9, -0.6], [0.3, -0.3, -0.3], [0.1, -0.4, 0.5], [0.7, 0.4, -0.3], [0.2, -0.1, 0.1], [0.0, -0.2, -0.5], [-0.3, 0.0, -0.2], [0.4, -0.2, 1.1], [0.5, 0.1, -0.1], [0.1, -0.5, -0.2], [0.5, 0.9, -0.4], [-1.3, -4.7, 0.0], [0.1, 4.8, 0.7], [0.7, 0.2, 1.3], [-0.3, -0.9, -0.7], [-0.3, 0.4, -0.6], [-0.6, -1.0, -0.6], [0.2, -0.3, 0.2], [0.7, -0.6, -0.1], [0.4, 0.2, -0.5], [-0.5, 0.7, 0.0], [-0.6, 0.0, 0.3], [0.7, 0.3, 0.2], [-0.4, -1.4, 0.0], [-1.2, 2.8, -0.9], [0.5, -1.8, 0.0], [0.9, 0.9, 1.8], [-0.6, 0.1, 0.1], [0.1, 0.4, -0.7], [0.3, -0.8, -0.1], [0.4, -0.5, -0.3], [0.1, 0.5, -0.4], [0.5, 0.0, 0.9], [-0.4, 0.1, -0.3], [-0.1, 0.0, -0.1], [0.3, 0.1, 0.2], [-0.7, 0.3, 0.2], [0.6, 1.0, -2.3], [0.0, -1.0, 2.5], [-1.4, 0.3, -0.7], [-0.1, -0.8, -0.8], [-0.1, 0.6, 0.7], [0.1, 0.2, 0.2], [0.8, -0.4, 0.1], [0.3, 0.0, -0.5], [-0.4, -0.2, 0.3], [0.2, 0.1, -0.1], [0.7, -0.3, -0.1], [0.2, -0.1, 0.3], [0.6, 0.7, 0.1], [-1.0, 1.6, 0.1], [0.1, -1.0, -0.5], [1.0, -1.3, -1.0], [0.5, 1.5, 0.5], [-1.3, -0.2, 1.1], [0.0, 0.4, -1.2], [0.1, -0.7, 0.7], [1.1, -0.1, 0.1], [0.1, -0.3, 0.1], [0.1, 0.0, 0.1], [0.1, 0.4, -0.4], [-0.6, 0.3, 0.0], [0.2, -0.3, 0.4], [-0.3, -0.4, -0.1], [-0.3, -0.4, 0.2], [0.1, -0.2, -0.1], [-0.4, 0.2, 0.2], [-0.8, -0.2, 1.4], [0.4, -0.7, 0.1], [-0.5, -0.7, -1.3], [0.4, 1.4, 0.2], [0.5, 0.2, -0.6], [0.7, -0.1, 0.9], [0.0, -0.2, -0.5], [-0.8, 1.3, 0.5], [0.4, 0.8, -0.1], [-0.8, -1.7, -1.2], [0.6, 2.0, 0.5], [-3.1, 0.1, 1.6], [0.4, -1.7, -1.9], [0.1, 0.1, -0.9], [1.8, -0.9, 0.3], [0.7, 0.3, 0.5], [0.0, -0.2, -0.1], [-0.2, 2.4, -1.1], [0.7, -2.6, -2.1], [-1.0, 0.0, 3.0], [0.8, -1.2, -0.5], [-1.4, 1.7, -0.8], [1.2, 1.1, 0.9], [-1.0, -1.8, 0.6], [0.2, 0.5, -0.3], [0.0, -1.8, 1.2], [0.6, 0.2, -1.8], [-0.4, 0.5, -0.4], [-0.7, -0.6, 0.3], [0.4, 1.5, 0.5]],
  "lowdin_charge": [0.033, -0.323, 0.133, 0.122, 0.180, 0.186, 0.048, 0.095, 0.098, 0.101, 0.107, 0.107, 0.111, 0.033, -0.316, 0.152, 0.104, 0.177, 0.163, 0.072, 0.090, 0.099, 0.091, 0.103, 0.109, 0.119, 0.032, -0.375, 0.170, 0.115, 0.168, 0.171, 0.057, 0.121, 0.115, 0.110, 0.109, 0.105, 0.101, 0.031, -0.305, 0.145, 0.102, 0.168, 0.182, 0.051, 0.092, 0.109, 0.101, 0.106, 0.108, 0.107, 0.043, -0.381, 0.195, 0.105, 0.171, 0.171, 0.044, 0.096, 0.103, 0.112, 0.121, 0.114, 0.106, 0.037, -0.364, 0.167, 0.119, 0.185, 0.174, 0.039, 0.111, 0.109, 0.106, 0.108, 0.101, 0.105, -0.022, -0.254, -0.181, -0.200, -0.085, 0.231, 0.166, 0.167, 0.169, 0.091, 0.089, 0.097, 0.148, 0.139, 0.136, 0.097, 0.104, 0.107, -1.341, 0.074, 0.077, 0.084, 0.107, -1.348, 0.070, 0.082, 0.094, 0.104, -1.445, 0.137, 0.112, 0.070, 0.128, -1.441, 0.020, 0.149, 0.151, 0.124, -1.410, 0.110, 0.118, 0.126, 0.059, -1.352, 0.102, 0.098, 0.032, 0.122]
}

***

> Look up the charge of the second one.

+1

***

> The lowest charge belongs to which entry?

C22H58N2O8

***

> Among the records above, which one has the lowest charge?

C22H58N2O8

***

> What is the charge in the second record?

+1